Record 1
Below is 6 unconnected molecules or ions with the total composition C5H18NO7 at a distorted geometry, with properties calculated with wB97M-V/def2-TZVPD.

As for the spin multiplicity: 2. The calculation puts the HOMO-LUMO gap (spin up / spin down) at 10.5 / 6.1 eV. The HOMO energy (spin up / spin down) is -10.6 / -10.6 eV. The net charge is 0.

Each line ends with the natural charge from an NBO analysis.
Geometry (Å):
O1 -0.6364 -0.5527 -2.4889  -0.5616
C1 -0.5494 -0.8833 -1.3268  0.7788
O2 -0.8355 -1.9327 -0.7217  -0.5362
C2 -0.0235 0.2213 -0.2267  -0.0589
C3 -1.0276 1.3826 -0.2318  -0.4666
C4 -2.3105 0.9195 0.4347  -0.1947
C5 -2.6988 1.2997 1.6374  -0.3523
N1 1.3449 0.5981 -0.4501  -0.7157
H1 0.0049 -0.1989 0.7763  0.2352
H2 -1.3487 1.6563 -1.2379  0.2564
H3 -0.6310 2.2861 0.2206  0.2415
H4 -2.7696 0.1079 -0.1241  0.2007
H5 -2.0770 1.9714 2.2196  0.1943
H6 -3.6270 1.1062 2.1553  0.2136
H7 1.6415 0.6076 -1.4256  0.3862
H8 1.8651 -0.1865 -0.0575  0.3985
H9 0.7854 2.1971 -2.7773  0.4596
H10 -0.2100 1.0856 -3.3499  0.4963
O3 0.0713 2.0174 -3.3854  -0.9608
H11 0.9227 -2.4873 -0.3795  0.4810
H12 2.1949 -3.0215 -1.1441  0.4847
O4 1.8478 -2.7544 -0.2999  -0.9799
H13 0.5707 -2.8680 1.6657  0.4906
H14 -0.6693 -2.0733 1.2119  0.4879
O5 -0.1659 -2.3376 1.9899  -0.9744
H15 0.8576 -0.2298 3.5275  0.4533
H16 -0.2490 -1.2127 3.5739  0.4902
O6 0.1506 -0.5281 4.1084  -0.9494
H17 2.0284 2.5191 0.2087  0.4732
H18 3.5107 2.2409 0.1756  0.4618
O7 2.8819 2.9685 0.2137  -0.9334

Atoms 1-2, force components in eV/Å:
O 0.4847 0.3645 0.6471
C -1.2227 -1.4808 -1.3723

=====

Record 2
Below is 3 unconnected molecules or ions with the total composition C5H19N2O3 at a distorted geometry, with properties calculated with wB97M-V/def2-TZVPD.

The calculation puts the HOMO-LUMO gap at 9.8 eV. The HOMO energy is -12.6 eV. The net charge is +1. The calculation puts the energy above the lowest of the compared OMol25 structures with the same formula, charge and spin at 0.853 eV.

Each line ends with the natural charge from an NBO analysis.
Geometry (Å):
N1 -0.5484 2.1951 0.4576  -0.7010
C1 0.0911 1.5771 1.6527  -0.2282
C2 1.0940 0.4847 1.2716  -0.2437
N2 0.4250 -0.7554 0.8429  -0.4726
C3 0.7020 -1.8227 1.8042  -0.4275
C4 0.7881 -1.1520 -0.5260  -0.2507
C5 -0.1095 -2.2866 -1.0301  -0.0815
O1 -1.4921 -2.0646 -0.7678  -0.7140
H1 -1.1676 2.9390 0.7220  0.4318
H2 -1.0791 1.4896 -0.0843  0.4723
H3 0.1613 2.5415 -0.2037  0.4646
H4 -0.6672 1.1660 2.3136  0.2314
H5 0.5857 2.3749 2.2085  0.2212
H6 1.7740 0.8713 0.5076  0.2081
H7 1.7324 0.3015 2.1362  0.2251
H8 1.7576 -2.1084 1.8945  0.1883
H9 0.3652 -1.5274 2.7981  0.2100
H10 0.1481 -2.7183 1.5223  0.2044
H11 1.8381 -1.4584 -0.6169  0.1903
H12 0.6766 -0.2648 -1.1540  0.1992
H13 -0.0600 -2.3703 -2.1140  0.2074
H14 0.2126 -3.2282 -0.5823  0.1808
H15 -1.6093 -1.9717 0.1621  0.4839
H16 2.3377 2.9916 -1.3956  0.5023
H17 1.1993 2.9363 -2.3707  0.5005
O2 1.4141 2.6887 -1.4738  -0.9680
H18 -2.5970 0.3516 -2.4445  0.4858
H19 -1.9772 -0.6245 -1.3804  0.4968
O3 -2.2628 0.2938 -1.5384  -1.0168

Atoms 1-2, force components in eV/Å:
N 0.0158 -1.1430 -0.3703
C 0.6403 -0.1732 0.5600

=====

Record 3
Below is 4 unconnected molecules or ions with the total composition C5H19N2O4 at a distorted geometry, with properties calculated with wB97M-V/def2-TZVPD.

The calculation puts the HOMO-LUMO gap at 6.5 eV. The HOMO energy is -3.6 eV. The net charge is -1. The calculation puts the energy above the lowest of the compared OMol25 structures with the same formula, charge and spin at 2.480 eV.

Each line ends with the natural charge from an NBO analysis.
Geometry (Å):
C1 -0.9743 1.5032 0.6814  -0.2805
N1 -0.0574 0.9729 1.7037  -0.6699
C2 1.0215 2.0246 2.0328  -0.4291
C3 -1.0495 0.5629 -0.6043  -0.0429
C4 0.3450 0.5710 -1.3663  -0.6977
N2 -1.4822 -0.8028 -0.1527  -0.7237
C5 -1.4867 -1.9146 -1.1779  0.1402
O1 -0.2372 -2.2814 -1.3659  -0.9602
H1 -0.9890 2.5527 0.3276  0.1873
H2 -1.9756 1.4595 1.2521  0.2264
H3 0.3201 0.0875 1.4415  0.3608
H4 1.2118 2.5294 1.0617  0.1886
H5 1.8624 1.5223 2.4294  0.1855
H6 0.4844 2.5431 2.8677  0.2001
H7 -1.9387 0.8244 -1.2027  0.1950
H8 0.3265 1.0814 -2.2952  0.1939
H9 0.5741 -0.4931 -1.5224  0.2854
H10 1.1459 1.0200 -0.8432  0.1743
H11 -0.9565 -1.1805 0.6295  0.3359
H12 -2.0033 -1.5844 -2.1115  0.0913
H13 -2.1175 -2.7191 -0.7409  0.0885
H14 -2.3439 0.0224 2.1566  0.4738
H15 -3.3721 -0.4472 1.2045  0.4935
O2 -3.2837 0.1685 1.9657  -0.9673
H16 0.7504 -2.2271 -2.7711  0.5213
H17 1.7714 -1.5399 -3.7473  0.4386
O3 1.1479 -2.2752 -3.6871  -1.0094
H18 4.6920 0.0585 1.4617  0.4646
H19 3.9336 -1.1588 0.9104  0.4829
O4 4.6806 -0.8802 1.4619  -0.9471

Atoms 1-2, force components in eV/Å:
C -3.3715 -1.5666 -0.1042
N 1.2010 2.3086 0.1181

=====

Record 4
Below is 4 unconnected molecules or ions with the total composition C5H19NO3S2 at a distorted geometry, with properties calculated with wB97M-V/def2-TZVPD.

As for the spin multiplicity: 2. The calculation puts the HOMO-LUMO gap (spin up / spin down) at 9.3 / 4.9 eV. The HOMO energy (spin up / spin down) is -12.4 / -12.4 eV. The net charge is +1. The calculation puts the energy above the lowest of the compared OMol25 structures with the same formula, charge and spin at 0.000 eV.

Each line ends with the natural charge from an NBO analysis.
Geometry (Å):
C1 0.2895 -1.2320 -2.2458  -0.4145
C2 0.9973 -2.0472 -1.1396  -0.5498
S1 -0.0595 -3.4508 -0.6405  -0.0027
C3 0.5467 0.2859 -2.0393  -0.2804
N1 0.1617 0.8477 -0.7721  -0.1319
C4 -1.2243 0.7105 -0.3560  -0.2877
C5 -1.3643 0.8743 1.1628  -0.5517
S2 -1.0471 2.5600 1.7559  0.0536
H1 -0.7683 -1.4133 -2.2606  0.2266
H2 0.7151 -1.3255 -3.2326  0.2432
H3 1.2930 -1.3709 -0.3395  0.2189
H4 1.9465 -2.4892 -1.4577  0.2468
H5 -0.2139 -3.1798 0.6616  0.1324
H6 0.0378 0.8545 -2.8238  0.2766
H7 1.6353 0.3803 -2.0802  0.2338
H8 0.5864 1.7970 -0.6544  0.4378
H9 -1.7343 1.4998 -0.8798  0.2704
H10 -1.5695 -0.2524 -0.6969  0.2377
H11 -2.3136 0.5537 1.5144  0.2645
H12 -0.6506 0.1974 1.5941  0.2399
H13 0.0518 2.7427 1.0244  0.0733
H14 -2.5506 -1.8129 1.7236  0.4602
H15 -1.1330 -1.8586 2.2886  0.4642
O1 -2.0516 -2.0422 2.5176  -0.9190
H16 1.9099 3.0702 0.0318  0.4801
H17 2.2647 3.4452 -1.3961  0.5055
O2 1.5075 3.3517 -0.8032  -0.9367
H18 0.9842 -0.7523 3.7828  0.4977
H19 0.7722 0.4976 2.8902  0.4749
O3 0.9811 -0.4413 2.8705  -0.9635

Atoms 1-2, force components in eV/Å:
C 0.5738 1.5461 0.6637
C 0.1230 -0.2255 -0.4532

=====

Record 5
Below is 5 unconnected molecules or ions with the total composition C5H19NO6 at a distorted geometry, with properties calculated with wB97M-V/def2-TZVPD.

The calculation puts the HOMO-LUMO gap at 10.4 eV. Its structure (SMILES) is CC[C@H](CO)NC=O.O.O.O.O. The HOMO energy is -10.1 eV. The net charge is 0. The calculation puts the energy above the lowest of the compared OMol25 structures with the same formula, charge and spin at 3.004 eV.

Each line ends with the natural charge from an NBO analysis.
Geometry (Å):
C1 0.9493 -0.1409 -3.3807  -0.6028
C2 1.1537 -0.1298 -1.8147  -0.3899
C3 -0.0288 0.8546 -1.3233  -0.0673
C4 0.4479 2.0006 -0.4011  -0.0813
O1 -0.4940 2.8280 0.1867  -0.7188
N1 -1.2688 0.2565 -0.8652  -0.6075
C5 -1.2133 -0.3844 0.3868  0.5708
O2 -0.2643 -0.4192 1.1255  -0.7013
H1 -0.1382 -0.4236 -3.5826  0.1906
H2 0.9156 0.9055 -3.7801  0.2011
H3 1.5453 -0.8496 -3.9259  0.2156
H4 0.9147 -1.0682 -1.5102  0.2062
H5 2.0907 0.1139 -1.5961  0.2063
H6 -0.2453 1.3735 -2.2602  0.1945
H7 0.9801 1.4805 0.3223  0.1865
H8 0.9990 2.6525 -1.0904  0.1794
H9 -0.8155 2.4245 1.0883  0.4737
H10 -2.0327 0.1154 -1.4110  0.4016
H11 -2.1294 -0.7865 0.6842  0.1643
O3 0.6100 -3.0438 1.8829  -0.9704
H12 0.5349 -1.9982 1.9728  0.5037
H13 0.4951 -3.3177 2.8014  0.4770
O4 -1.7383 -0.2605 3.2084  -0.9504
H14 -1.0080 -0.5053 2.6823  0.4725
H15 -1.5021 0.5582 3.5805  0.4550
O5 2.2386 2.7248 1.8800  -0.9527
H16 1.5389 3.1703 1.4160  0.4822
H17 1.9478 1.9478 2.3698  0.4737
O6 -1.7620 -3.1705 0.6701  -0.9633
H18 -0.8593 -3.4208 0.8833  0.4960
H19 -1.8619 -3.4875 -0.1996  0.4553

Atoms 1-2, force components in eV/Å:
C -2.2357 0.6781 0.6285
C -5.3268 1.9430 -3.2022

=====

Record 6
Below is C5H2 in the gas phase at a distorted geometry, with properties calculated with wB97M-V/def2-TZVPD.

The calculation puts the HOMO-LUMO gap at 8.1 eV. The HOMO energy is -8.8 eV. The net charge is 0. The calculation puts the energy above the lowest of the compared OMol25 structures with the same formula, charge and spin at 3.054 eV.

Each line ends with the natural charge from an NBO analysis.
Geometry (Å):
C1 -2.5591 0.0122 -0.5193  0.0399
C2 -2.3463 -1.0551 -1.5144  -0.1690
C3 -1.6643 0.1821 0.3973  -0.0036
C4 -1.1288 -0.6767 -1.0666  0.0407
C5 -0.2589 0.0366 -0.1099  -0.4717
H1 0.5095 0.7866 -0.2412  0.2958
H2 0.2363 -0.8301 0.3497  0.2679

Atoms 1-2, force components in eV/Å:
C 1.4297 0.8543 1.7799
C 0.8701 -1.3376 -1.8488